# 1
Density functional theory data (wB97M-V/def2-TZVPD) for a structure of composition C45H45InN3O3P2S3Sb in a non-equilibrium geometry.

```
103
Properties=species:S:1:pos:R:3:forces:R:3
In -0.640 0.367 0.292 0.11 -0.35 -0.72
O -3.024 4.198 -1.667 0.13 0.12 -0.07
C -4.183 3.941 -1.033 -0.28 -0.27 0.22
C -5.230 4.859 -1.128 0.19 0.06 -0.05
C -6.413 4.637 -0.454 0.06 0.02 -0.06
C -6.586 3.494 0.316 -0.12 0.04 0.05
C -5.564 2.574 0.403 0.01 0.10 -0.08
C -4.356 2.780 -0.262 -0.15 0.44 -0.23
C -3.267 1.800 -0.135 -0.36 -0.88 0.18
O -2.070 2.090 -0.483 0.58 -0.03 -0.18
N -3.642 0.642 0.347 -1.81 0.90 0.12
N -2.719 -0.308 0.394 1.74 -0.91 0.25
C -3.129 -1.520 0.585 -0.54 0.41 -0.07
C -2.356 -2.710 0.584 0.59 -0.34 -0.05
C -3.016 -3.911 0.911 0.09 0.08 0.03
C -2.367 -5.119 0.928 -0.22 -0.08 0.11
C -1.003 -5.161 0.632 -0.01 0.15 -0.03
C -0.343 -4.014 0.282 0.24 -0.05 -0.08
C -0.982 -2.756 0.205 -0.18 -0.19 0.07
O -0.303 -1.742 -0.229 -0.46 0.90 0.04
H -2.399 3.483 -1.407 0.01 0.10 -0.09
H -5.079 5.753 -1.716 0.02 0.04 -0.07
H -7.210 5.364 -0.523 -0.04 0.06 -0.03
H -7.514 3.338 0.845 -0.06 -0.06 0.05
H -5.670 1.682 1.000 -0.01 -0.08 0.02
H -4.211 -1.631 0.714 0.14 0.09 -0.01
H -4.066 -3.855 1.164 -0.13 -0.03 0.01
H -2.899 -6.022 1.181 -0.08 -0.09 0.05
H -0.465 -6.097 0.687 0.03 -0.07 -0.03
H 0.717 -4.027 0.072 -0.05 -0.04 0.02
S 1.242 1.631 -0.828 0.19 0.05 0.97
C 0.303 1.303 -2.208 -0.10 0.06 -0.86
N -0.646 0.424 -2.180 0.30 0.07 0.71
C -1.274 0.287 -3.380 -0.19 0.17 -0.84
C -2.319 -0.590 -3.656 0.07 0.03 0.05
C -2.843 -0.608 -4.932 -0.10 -0.04 0.02
C -2.353 0.237 -5.925 0.10 0.06 -0.15
C -1.304 1.104 -5.673 -0.02 0.00 -0.02
C -0.769 1.123 -4.397 0.02 -0.06 0.29
S 0.542 2.092 -3.758 -0.36 -0.20 0.21
H -2.694 -1.232 -2.873 -0.02 -0.06 0.05
H -3.649 -1.287 -5.170 -0.07 -0.02 0.02
H -2.798 0.221 -6.909 -0.01 -0.04 -0.08
H -0.914 1.751 -6.443 -0.02 0.06 -0.10
C -2.791 4.149 2.056 0.04 -0.26 -0.12
P -1.483 2.852 2.166 -0.31 0.94 0.49
C -0.057 3.862 1.603 -0.11 -0.20 0.03
C -1.241 2.946 3.998 -0.13 -0.02 -0.22
C 0.024 2.198 4.366 0.06 -0.19 -0.23
P 0.288 0.737 3.248 0.22 -0.35 0.59
C 1.624 0.004 4.279 -0.08 -0.02 -0.27
C -1.140 -0.302 3.735 0.08 0.09 -0.05
H -2.565 4.992 2.710 0.10 -0.02 0.06
H -3.757 3.726 2.331 -0.03 0.07 -0.01
H -2.850 4.509 1.034 -0.07 0.07 -0.05
H 0.023 4.775 2.193 0.05 0.06 0.01
H -0.223 4.109 0.556 0.09 0.03 -0.02
H 0.861 3.277 1.679 0.05 0.13 -0.03
H -2.115 2.468 4.454 0.06 0.09 0.00
H -1.199 3.985 4.336 -0.11 -0.03 -0.03
H -0.004 1.839 5.399 0.07 0.01 -0.05
H 0.901 2.843 4.257 -0.01 -0.02 0.02
H 1.352 0.067 5.331 -0.03 0.03 0.09
H 2.536 0.570 4.100 0.12 -0.03 0.04
H 1.800 -1.028 4.001 0.09 -0.01 0.13
H -1.239 -0.342 4.822 -0.06 -0.08 -0.01
H -0.975 -1.303 3.335 -0.08 -0.10 0.04
H -2.048 0.115 3.291 -0.02 -0.10 0.08
S 1.807 -1.756 1.720 0.10 0.00 -0.15
Sb 2.968 -1.749 -0.218 0.59 -0.03 -0.12
C 4.258 -0.011 -0.035 -0.44 -0.56 -0.24
C 4.555 0.348 1.273 -0.10 -0.25 0.21
C 5.159 1.562 1.545 0.03 0.09 0.05
C 5.440 2.441 0.511 0.03 0.08 0.02
C 5.191 2.065 -0.796 0.06 0.05 -0.14
C 4.620 0.831 -1.072 0.12 -0.05 -0.19
C 2.179 -1.985 -2.244 0.29 0.23 0.99
C 1.570 -3.173 -2.607 0.02 -0.25 0.22
C 1.005 -3.304 -3.864 0.01 -0.14 -0.03
C 1.065 -2.258 -4.768 0.01 0.02 0.00
C 1.670 -1.071 -4.398 0.07 0.01 -0.19
C 2.217 -0.928 -3.134 0.17 0.17 -0.04
C 4.303 -3.349 0.315 -0.17 0.39 -0.35
C 5.626 -3.038 0.569 0.14 0.20 -0.17
C 6.424 -3.905 1.295 0.15 -0.05 0.08
C 5.898 -5.092 1.775 0.11 -0.02 0.02
C 4.586 -5.430 1.484 -0.08 -0.11 -0.01
C 3.792 -4.558 0.760 -0.22 -0.08 -0.07
H 4.299 -0.329 2.081 -0.09 0.06 0.03
H 5.394 1.831 2.566 -0.02 0.01 0.04
H 5.852 3.417 0.726 0.08 0.03 0.00
H 5.424 2.737 -1.611 0.04 0.01 -0.02
H 4.473 0.539 -2.101 -0.09 0.05 -0.06
H 1.523 -3.999 -1.911 -0.04 -0.06 -0.03
H 0.521 -4.228 -4.145 -0.02 -0.10 0.03
H 0.644 -2.369 -5.757 -0.08 0.02 -0.05
H 1.709 -0.246 -5.093 0.03 0.06 -0.05
H 2.657 0.016 -2.853 0.00 0.06 0.00
H 6.035 -2.099 0.220 0.07 0.08 0.03
H 7.450 -3.635 1.503 0.06 -0.02 0.03
H 6.505 -5.747 2.384 0.04 -0.06 -0.03
H 4.170 -6.363 1.844 0.00 0.00 -0.01
H 2.757 -4.807 0.575 -0.11 -0.05 0.09
```
Forces are in eV/Å.

Gap between HOMO and LUMO: 7.031 eV
2S+1: 1
HOMO energy: -7.2 eV
LUMO energy: -0.2 eV

Löwdin population analysis, charges in e, atoms 1 to 5:
1. In 0.601
2. O 0.064
3. C -0.287
4. C -0.012
5. C -0.085

***

# 2
Density functional theory data (wB97M-V/def2-TZVPD) for the molecule C12H10O in a non-equilibrium geometry.

```
23
Properties=species:S:1:pos:R:3:forces:R:3
C 1.519 -0.131 -0.452 1.71 -0.56 0.98
C 3.033 0.035 -0.247 -6.18 -1.41 -2.76
C 3.268 1.044 0.606 1.79 2.15 0.32
C 2.312 1.822 1.253 0.88 0.14 0.09
C 0.936 1.430 1.250 0.63 2.37 4.24
C 0.492 0.457 0.397 2.73 -1.76 -1.90
C -0.821 -0.141 0.137 -2.12 3.04 1.47
C -1.954 0.749 -0.044 3.51 -0.37 -2.04
C -3.117 0.335 -0.610 0.66 1.92 2.06
C -3.303 -0.969 -0.531 -5.28 -3.64 -1.25
C -2.383 -1.898 -0.161 -0.25 -1.16 0.59
C -1.109 -1.462 0.137 -0.79 -2.78 0.34
H 0.178 -0.816 -1.677 0.51 -0.18 0.27
H 3.607 -0.426 -1.065 0.25 0.17 1.09
H 4.287 1.447 0.717 -0.27 -0.54 -0.10
H 2.912 2.726 1.650 -2.34 -1.28 0.33
H 0.386 1.806 2.275 0.58 -0.67 -3.27
H -1.683 1.726 -0.315 0.41 1.75 0.79
H -3.915 1.030 -0.724 -0.44 0.34 -0.69
H -4.388 -1.220 -0.761 1.48 -0.57 0.21
H -2.588 -2.991 0.037 -0.14 1.47 -0.67
H -0.581 -2.375 0.371 1.62 0.82 0.24
O 1.068 -1.067 -1.366 1.05 0.74 -0.34
```
Forces are in eV/Å.

Gap between HOMO and LUMO: 8.814 eV
2S+1: 1
HOMO energy: -8.0 eV
SMILES string: Oc1ccccc1-c1ccccc1
LUMO energy: 0.8 eV

Löwdin population analysis, charges in e, atoms 1 to 5:
1. C -0.162
2. C 0.013
3. C -0.179
4. C -0.116
5. C -0.050

***

# 3
Density functional theory data (wB97M-V/def2-TZVPD) for a structure of composition C33H42N7O4PSSn in a non-equilibrium geometry.

```
89
Properties=species:S:1:pos:R:3:forces:R:3
Sn 0.021 0.028 -0.939 0.33 -0.23 -0.95
C 4.907 0.189 -1.251 0.07 0.04 0.16
O 4.891 -0.839 -0.251 -0.07 -0.27 0.07
C 4.298 -0.606 0.934 -0.29 0.15 -0.01
C 4.948 -0.822 2.098 0.02 0.10 -0.39
C 4.305 -0.655 3.375 -0.07 0.00 0.26
C 3.011 -0.323 3.486 0.16 -0.07 0.14
C 2.198 -0.157 2.306 -0.18 0.00 -0.40
C 0.882 0.105 2.480 0.31 -0.26 0.21
N -0.106 0.209 1.496 -0.82 0.07 0.38
N -1.222 0.465 2.009 0.47 -0.10 -0.32
C -2.287 0.590 1.015 0.22 -0.10 -0.10
O -2.086 0.223 -0.143 -0.18 0.07 0.36
C -3.514 1.143 1.516 0.03 0.02 0.00
C -4.476 1.583 0.592 -0.03 -0.05 0.03
C -5.660 2.115 1.051 0.02 -0.01 -0.02
C -5.897 2.194 2.422 -0.02 0.02 0.02
C -4.957 1.747 3.342 0.04 -0.01 -0.05
C -3.755 1.233 2.896 -0.02 0.06 0.00
C 2.858 -0.283 0.961 -0.06 0.02 -0.39
O 2.232 -0.152 -0.100 0.12 -0.19 0.60
H 5.229 -0.306 -2.162 0.01 0.07 -0.01
H 5.640 0.947 -0.963 -0.05 0.03 -0.08
H 3.918 0.624 -1.385 0.06 0.05 -0.06
H 5.987 -1.122 2.052 0.03 0.01 0.02
H 4.893 -0.795 4.270 0.07 -0.04 0.01
H 2.559 -0.204 4.461 -0.09 0.01 -0.02
H 0.515 0.238 3.493 -0.08 -0.04 -0.04
H -4.274 1.507 -0.467 0.01 -0.01 -0.02
H -6.406 2.464 0.352 -0.02 0.02 -0.01
H -6.829 2.614 2.776 -0.04 -0.01 0.01
H -5.164 1.804 4.400 0.00 0.02 0.03
H -3.014 0.889 3.601 0.02 -0.01 0.02
O 0.050 2.133 -0.431 0.21 0.34 0.15
P 1.138 3.186 -0.624 0.17 0.18 -0.01
N 2.228 3.117 0.610 -0.06 0.00 0.10
C 3.636 3.591 0.661 0.01 -0.15 -0.05
C 3.820 4.095 2.090 0.06 0.03 0.01
C 2.806 3.298 2.899 -0.05 0.02 0.03
C 1.615 3.218 1.958 -0.08 0.11 -0.05
N 1.947 2.922 -2.037 -0.08 -0.10 0.04
C 3.259 3.493 -2.451 -0.04 0.02 0.05
C 3.267 3.400 -3.984 0.06 0.03 -0.02
C 2.116 2.463 -4.330 0.00 -0.04 -0.02
C 1.101 2.777 -3.249 -0.10 0.04 0.05
N 0.349 4.612 -0.581 -0.17 -0.02 0.00
C -1.120 4.789 -0.648 0.09 0.00 0.00
C -1.271 6.245 -1.068 -0.05 0.01 0.01
C -0.072 6.923 -0.413 0.04 0.04 -0.01
C 1.050 5.909 -0.614 -0.01 -0.02 -0.04
H 3.835 4.374 -0.062 -0.01 0.05 -0.04
H 4.316 2.759 0.451 -0.06 0.00 -0.01
H 3.589 5.160 2.153 -0.01 0.00 -0.04
H 4.845 3.956 2.429 0.01 0.04 0.02
H 2.545 3.784 3.836 0.01 -0.04 0.04
H 3.190 2.301 3.127 0.01 0.00 -0.04
H 0.991 4.115 2.041 0.02 0.04 -0.02
H 0.974 2.355 2.149 0.07 0.27 -0.01
H 4.068 2.919 -2.008 0.04 -0.07 0.06
H 3.373 4.530 -2.137 -0.02 0.03 0.03
H 4.227 3.049 -4.357 0.00 0.02 -0.01
H 3.085 4.382 -4.419 0.01 0.02 0.01
H 2.423 1.417 -4.259 -0.01 0.00 0.01
H 1.722 2.638 -5.329 -0.01 -0.03 0.00
H 0.361 1.990 -3.113 0.00 -0.01 0.00
H 0.566 3.706 -3.476 0.02 0.03 0.02
H -1.566 4.619 0.337 0.00 -0.02 0.02
H -1.571 4.088 -1.347 0.01 0.00 -0.04
H -2.223 6.663 -0.746 -0.01 0.02 -0.03
H -1.208 6.338 -2.154 -0.01 -0.03 0.00
H -0.260 7.073 0.652 0.02 -0.01 0.01
H 0.172 7.887 -0.853 -0.02 0.02 0.02
H 1.812 5.966 0.167 0.02 -0.01 0.02
H 1.540 6.066 -1.581 0.01 -0.01 0.00
N -0.633 -7.084 1.335 0.05 -0.22 -0.07
C 0.070 -6.587 0.306 -0.15 0.38 0.24
S 0.889 -7.516 -0.753 0.06 -0.14 -0.10
C 0.047 -5.078 0.184 0.03 -0.16 -0.06
C 0.826 -4.467 -0.790 0.04 0.05 -0.03
C 0.786 -3.096 -0.932 0.06 0.01 -0.03
N 0.029 -2.307 -0.165 -0.13 -0.06 0.43
C -0.715 -2.884 0.781 0.06 -0.13 -0.11
C -0.736 -4.251 0.986 -0.02 0.03 0.02
H -0.656 -8.086 1.446 -0.01 0.05 0.03
H -1.118 -6.525 2.011 0.01 0.01 0.00
H 1.447 -5.075 -1.432 -0.01 0.01 -0.01
H 1.381 -2.603 -1.693 0.01 0.01 -0.03
H -1.332 -2.236 1.390 -0.02 0.02 0.02
H -1.379 -4.629 1.766 -0.04 -0.01 0.01
```
Forces are in eV/Å.

Gap between HOMO and LUMO (alpha / beta): 4.388 / 4.387 eV
2S+1: 1
HOMO energy (alpha / beta): -12.6 / -12.6 eV
Net charge: +2
LUMO energy (alpha / beta): -8.2 / -8.2 eV

Löwdin population analysis, charges in e, atoms 1 to 5:
1. Sn 1.390
2. C -0.031
3. O -0.054
4. C -0.216
5. C 0.073

***

# 4
Density functional theory data (wB97M-V/def2-TZVPD) for a structure of composition C2H2ClNO in a non-equilibrium geometry.

```
7
Properties=species:S:1:pos:R:3:forces:R:3
C -0.345 1.123 -0.304 3.90 -2.39 -1.16
C 1.380 0.386 0.127 -3.48 -0.55 -1.52
N 0.684 -0.742 -0.084 2.58 -0.26 0.67
O -0.595 -0.378 -0.186 -0.36 0.09 0.12
Cl 3.082 0.309 0.002 -0.33 0.13 0.14
H -0.589 1.524 0.632 -0.88 0.64 1.87
H 1.060 -1.767 -0.154 -1.43 2.34 -0.13
```
Forces are in eV/Å.

Gap between HOMO and LUMO (alpha / beta): 8.872 / 8.871 eV
2S+1: 1
HOMO energy (alpha / beta): -8.7 / -8.7 eV
LUMO energy (alpha / beta): 0.2 / 0.2 eV

Löwdin population analysis, charges in e, atoms 1 to 5:
1. C 0.092
2. C -0.599
3. N -0.135
4. O -0.192
5. Cl 0.646

***

In order of appearance, relative energy (zero: lowest compared OMol25 entry of this formula, charge and spin) = 2.109; 2.762; 0.000; 5.831 eV.
In order of appearance, E = -4439.4563; -538.3891; -2920.3551; -667.3509 Eh.